[1]
{"formula": "C5H9O3Sc", "method": "ωB97M-V with the def2-TZVPD basis set", "e_tot_ha": -1181.59335, "max_force_ev_per_a": 7.34, "total_charge": 2, "elements": ["H", "O", "O", "C", "O", "C", "C", "H", "H", "H", "H", "H", "Sc", "C", "C", "H", "H", "H"], "xyz": [[-0.69, 0.09, -1.50], [-0.60, -0.83, 0.63], [-0.05, -1.91, -1.21], [-0.13, -0.69, -0.72], [1.07, 0.00, -0.68], [-0.98, 0.33, 1.38], [-1.47, -0.10, 2.74], [-0.10, 0.98, 1.46], [-1.76, 0.85, 0.82], [-0.67, -0.60, 3.31], [-1.79, 0.78, 3.30], [-2.32, -0.79, 2.65], [-0.69, -2.91, 0.36], [1.28, 0.68, -2.03], [2.50, 0.87, -2.55], [0.42, 1.21, -2.44], [2.59, 1.25, -3.57], [3.40, 0.78, -1.94]], "nbo_charge": [0.211, -0.640, -0.721, 0.571, -0.525, -0.086, -0.654, 0.251, 0.228, 0.229, 0.294, 0.205, 2.249, 0.028, -0.353, 0.211, 0.257, 0.243]}

=====

[2]
{"formula": "C23H21CdClI2N8O4S2", "method": "ωB97M-V with the def2-TZVPD basis set", "e_tot_ha": -3647.85580, "max_force_ev_per_a": 3.37, "elements": ["Cd", "C", "N", "C", "C", "N", "C", "S", "C", "C", "C", "C", "C", "N", "H", "H", "H", "H", "H", "H", "H", "H", "H", "I", "C", "I", "H", "H", "O", "C", "O", "C", "C", "Cl", "N", "N", "C", "C", "O", "O", "C", "C", "C", "C", "C", "C", "H", "H", "H", "H", "H", "H", "N", "C", "N", "S", "H", "H", "H", "H", "N", "C"], "xyz": [[10.60, 9.94, 8.29], [12.95, 12.61, 11.34], [11.71, 12.97, 10.73], [11.38, 14.25, 10.26], [10.11, 14.16, 9.81], [9.69, 12.88, 10.05], [10.65, 12.13, 10.64], [10.73, 10.49, 10.94], [8.45, 12.35, 9.52], [7.28, 12.99, 9.92], [6.11, 12.41, 9.40], [6.17, 11.35, 8.52], [7.41, 10.87, 8.09], [8.55, 11.37, 8.65], [13.59, 13.61, 11.47], [13.58, 12.04, 10.65], [12.87, 12.06, 12.32], [12.01, 15.10, 10.34], [9.46, 14.88, 9.41], [7.32, 13.70, 10.69], [5.15, 12.79, 9.82], [5.27, 10.95, 8.24], [7.54, 10.02, 7.43], [7.85, 9.25, 11.50], [5.85, 8.71, 12.01], [5.03, 7.49, 10.42], [5.19, 9.58, 12.07], [5.75, 8.21, 12.94], [15.51, 13.54, 7.31], [15.93, 12.29, 7.45], [17.12, 12.03, 7.43], [14.86, 11.26, 7.69], [15.21, 9.93, 8.00], [16.69, 9.15, 8.13], [14.06, 9.28, 8.28], [13.00, 10.04, 8.09], [13.44, 11.22, 7.71], [12.49, 12.35, 7.68], [13.00, 13.53, 7.69], [11.28, 12.06, 7.77], [13.97, 7.85, 8.39], [14.29, 7.18, 9.59], [14.15, 5.77, 9.73], [13.79, 5.02, 8.65], [13.47, 5.68, 7.47], [13.65, 7.05, 7.31], [14.51, 13.64, 7.45], [14.68, 7.83, 10.39], [14.46, 5.35, 10.67], [13.75, 3.94, 8.69], [13.30, 5.04, 6.60], [13.43, 7.47, 6.33], [10.19, 6.11, 7.56], [9.64, 6.56, 8.69], [8.31, 6.54, 8.76], [10.67, 7.14, 9.92], [9.64, 6.12, 6.73], [11.14, 6.40, 7.52], [7.77, 6.33, 7.88], [7.84, 6.78, 9.59], [8.62, 8.50, 6.01], [9.55, 8.87, 6.61]], "nbo_charge": [1.583, -0.414, -0.358, -0.021, -0.045, -0.385, 0.277, -0.326, 0.394, -0.254, -0.136, -0.252, 0.071, -0.506, 0.222, 0.224, 0.239, 0.242, 0.235, 0.232, 0.226, 0.228, 0.251, 0.196, -0.735, 0.070, 0.219, 0.217, -0.688, 0.778, -0.591, -0.263, 0.164, 0.134, -0.192, -0.328, 0.057, 0.775, -0.722, -0.795, 0.118, -0.171, -0.181, -0.189, -0.223, -0.226, 0.511, 0.226, 0.222, 0.223, 0.223, 0.232, -0.793, 0.339, -0.785, -0.371, 0.401, 0.418, 0.407, 0.423, -0.551, -0.278]}